No. 1
Computed, not measured: a molecular structure, C27H53BN2NiOP2Si, with ωB97M-V/def2-TZVPD.

Atoms and positions in Å:
Ni1 0.459189 0.521260 0.462942
C1 3.925238 -0.687343 -0.047667
C2 3.208970 -1.733031 0.807889
C3 3.897694 -3.084446 0.632758
C4 3.328739 -1.270238 2.270695
P1 1.400431 -1.617278 0.324182
C5 1.271994 -1.801359 -1.535468
N1 -0.016827 -1.186240 -1.824570
B1 -0.531681 -0.239973 -0.883988
N2 -1.938755 -0.147387 -1.090980
C6 -2.767511 0.432306 -0.062837
P2 -1.539412 1.331038 1.024069
C7 -2.280683 1.143392 2.740127
C8 -1.523794 2.051602 3.715220
C9 -2.043304 -0.309146 3.169480
C10 -3.784999 1.419605 2.824560
C11 -1.667086 3.117917 0.453402
C12 -1.483105 3.091313 -1.073551
C13 -0.471580 3.888721 1.035256
C14 -2.972031 3.843175 0.769451
C15 -2.288445 -1.080477 -2.066285
C16 -3.522949 -1.449387 -2.559686
C17 -3.576492 -2.463010 -3.518130
C18 -2.419544 -3.084854 -3.964148
C19 -1.166726 -2.717569 -3.469616
C20 -1.103117 -1.720226 -2.517317
C21 0.457384 -3.128556 0.952657
C22 0.804324 -4.443649 0.246837
C23 -1.040058 -2.874181 0.739798
C24 0.694199 -3.269084 2.460646
H1 4.925385 -0.514493 0.358681
H2 4.046702 -1.016334 -1.082306
H3 3.379368 0.254181 -0.045798
H4 4.960451 -2.964660 0.864873
H5 3.501769 -3.846423 1.301895
H6 3.825180 -3.448163 -0.393990
H7 4.384837 -1.136736 2.518400
H8 2.828013 -0.311124 2.422894
H9 2.911381 -1.988945 2.974428
H10 2.084594 -1.240461 -2.005297
H11 1.315875 -2.834581 -1.881164
H12 -3.531497 1.112646 -0.451769
H13 -3.280570 -0.346791 0.511153
H14 -0.443158 1.905376 3.642323
H15 -1.739862 3.105726 3.548674
H16 -1.824313 1.809564 4.738491
H17 -0.987705 -0.577342 3.103346
H18 -2.371136 -0.433392 4.205554
H19 -2.614833 -1.011086 2.560343
H20 -4.040577 2.453108 2.610170
H21 -4.353309 0.778118 2.148999
H22 -4.124759 1.199335 3.841035
H23 -0.572847 2.555773 -1.338532
H24 -2.331033 2.641269 -1.593625
H25 -1.387538 4.121441 -1.428977
H26 0.463738 3.420982 0.724053
H27 -0.484711 4.909680 0.641306
H28 -0.499016 3.957498 2.123253
H29 -3.845492 3.295414 0.409857
H30 -3.095742 4.039464 1.833862
H31 -2.959362 4.811069 0.259940
H32 -4.426745 -0.967315 -2.207535
H33 -4.535226 -2.766581 -3.917793
H34 -2.486031 -3.866332 -4.709624
H35 -0.266772 -3.204710 -3.825321
H36 0.463991 -4.435992 -0.789762
H37 1.865305 -4.677626 0.259819
H38 0.278048 -5.259692 0.750742
H39 -1.314007 -2.920358 -0.313714
H40 -1.609738 -3.649811 1.260862
H41 -1.333654 -1.902514 1.135517
H42 1.699153 -3.623787 2.687930
H43 0.535452 -2.322283 2.981888
H44 -0.012080 -3.996982 2.867921
C25 2.593489 4.150271 -1.538601
Si1 2.276465 2.333727 -1.922584
C26 1.280867 2.208455 -3.518540
C27 3.955294 1.582123 -2.352359
O1 1.488885 1.659812 -0.695466
H45 3.092301 4.671467 -2.360038
H46 3.220922 4.250017 -0.648635
H47 1.648434 4.663412 -1.338883
H48 1.809650 2.654775 -4.365145
H49 0.312302 2.708982 -3.431340
H50 1.089868 1.158331 -3.761804
H51 4.373052 2.130486 -3.202209
H52 3.877379 0.535226 -2.653043
H53 4.673501 1.653894 -1.530083

Forces on the atoms, in the same order (eV/Å):
Ni 0.219 -0.167 0.000
C 0.027 -0.104 -0.105
C -0.017 0.008 0.120
C 0.000 0.031 -0.004
C -0.056 -0.073 0.005
P -0.189 0.268 -0.062
C 0.074 0.049 -0.051
N 0.070 -0.124 0.143
B -0.104 0.003 0.062
N -0.051 -0.038 -0.065
C -0.051 0.145 -0.042
P -0.078 0.050 -0.063
C 0.053 0.034 0.006
C -0.033 -0.023 0.007
C -0.013 0.015 0.001
C 0.004 -0.024 0.023
C 0.049 0.005 -0.062
C -0.011 -0.045 0.052
C -0.052 -0.008 -0.004
C 0.013 0.036 0.014
C 0.095 -0.066 0.021
C -0.011 -0.005 -0.031
C 0.005 0.007 0.007
C 0.003 0.013 0.008
C 0.007 -0.031 -0.029
C -0.053 0.043 -0.014
C 0.006 0.018 0.009
C -0.029 0.024 -0.004
C -0.004 0.014 -0.023
C 0.060 0.011 -0.026
H 0.006 -0.010 0.006
H -0.029 0.024 0.107
H -0.007 0.105 -0.063
H -0.010 -0.015 -0.013
H -0.011 -0.026 0.030
H -0.019 -0.008 -0.005
H 0.010 -0.013 -0.028
H 0.009 0.008 -0.013
H 0.032 0.067 -0.009
H -0.037 -0.059 0.010
H -0.022 0.016 -0.009
H 0.024 -0.011 -0.025
H 0.000 -0.001 0.026
H -0.003 0.007 -0.009
H -0.023 0.004 -0.004
H -0.005 -0.002 -0.012
H -0.003 0.007 -0.001
H 0.005 0.011 -0.010
H 0.009 -0.002 0.017
H -0.003 -0.039 0.019
H -0.004 0.001 -0.011
H -0.003 -0.005 -0.005
H -0.016 -0.001 -0.020
H 0.002 -0.024 0.025
H -0.004 0.007 0.021
H 0.032 -0.005 0.013
H -0.006 -0.019 -0.004
H 0.016 -0.003 -0.053
H -0.018 0.001 0.017
H 0.024 0.023 0.008
H -0.014 -0.011 0.006
H 0.003 -0.003 -0.003
H 0.004 0.002 0.004
H 0.000 0.000 0.000
H -0.005 0.007 0.008
H 0.008 -0.024 0.015
H 0.035 -0.002 0.013
H -0.006 0.001 -0.017
H -0.027 0.019 -0.026
H 0.013 0.000 -0.002
H 0.008 -0.061 -0.015
H -0.011 -0.016 -0.002
H 0.005 -0.011 0.004
H -0.008 -0.006 -0.019
C -0.033 -0.013 -0.031
Si -0.106 0.085 -0.094
C -0.061 0.021 0.027
C 0.028 0.082 0.040
O 0.306 -0.137 0.235
H -0.003 -0.019 -0.004
H -0.018 0.001 0.002
H 0.021 0.009 0.002
H 0.019 0.002 0.019
H 0.030 -0.034 -0.025
H -0.022 0.013 0.010
H -0.010 0.016 0.011
H 0.004 0.011 -0.006
H -0.037 -0.038 -0.052

Its orbital gap (spin up / spin down) is 7.8 / 7.8 eV. Its spin multiplicity is 1.

The Löwdin scheme yields these atomic charges, measured in e: 0.14, -0.12, -0.68, -0.09, -0.10, 1.16, -0.20, 0.02, -0.62, 0.01, -0.24, 1.14, -0.68, -0.09, -0.11, -0.08, -0.66, -0.09, -0.09, -0.09, -0.16, -0.02, -0.10, -0.10, -0.02, -0.18, -0.65, -0.08, -0.08, -0.09, 0.10, 0.07, 0.05, 0.09, 0.06, 0.08, 0.09, 0.08, 0.06, 0.08, 0.09, 0.09, 0.09, 0.08, 0.06, 0.09, 0.06, 0.09, 0.07, 0.06, 0.08, 0.09, 0.04, 0.08, 0.10, 0.06, 0.09, 0.06, 0.08, 0.06, 0.09, 0.11, 0.10, 0.10, 0.11, 0.07, 0.06, 0.09, 0.08, 0.10, 0.04, 0.06, 0.07, 0.09, -0.17, 0.24, -0.16, -0.18, -0.39, 0.02, 0.03, 0.01, 0.03, 0.02, 0.02, 0.03, 0.01, 0.03



No. 2
Computed, not measured: a molecular structure, C36H37F3IN3O5S in a non-equilibrium geometry, with ωB97M-V/def2-TZVPD.

Atoms and positions in Å:
C1 -6.776981 0.883330 1.792986
C2 -5.829582 1.972461 2.296541
O1 -5.098435 1.721648 3.214366
O2 -5.798051 3.277353 1.781908
C3 -5.434763 3.339463 0.432747
O3 -6.121182 2.862624 -0.426318
C4 -4.138216 4.088231 -0.020133
C5 -3.369211 3.150005 -0.950914
C6 -2.549254 2.016207 -0.462088
C7 -2.424262 1.795812 1.061729
C8 -1.781667 3.052783 1.752132
C9 -0.379734 2.819766 2.379742
I1 1.181346 3.657454 1.112327
C10 -1.916838 1.173108 -1.350766
C11 -1.072830 -0.066900 -1.019703
C12 0.085595 0.159266 -0.007979
C13 0.324437 -1.071407 0.917026
C14 -0.904945 -1.499503 1.755090
O4 -0.782474 -1.112082 3.151984
C15 -1.178047 -2.098444 3.992041
O5 -0.770863 -2.189453 5.119945
C16 -2.058263 1.478863 -2.756756
N1 -1.491349 0.798818 -3.762744
S1 -1.880649 1.528347 -5.155179
N2 -2.821784 2.765987 -4.601937
C17 -2.815794 2.598090 -3.291440
C18 -3.487702 3.413199 -2.293159
N3 -4.270147 4.487978 -2.786155
H1 -7.693203 0.925192 2.408206
H2 -7.059811 0.973935 0.735516
H3 -6.279509 -0.089785 1.924018
H4 -4.516165 4.970472 -0.559985
H5 -3.558298 4.472209 0.828551
H6 -1.940889 0.848609 1.311898
H7 -3.465219 1.728105 1.425295
H8 -1.645185 3.808757 0.958971
H9 -2.500059 3.505553 2.459865
H10 -0.168089 1.780474 2.666063
H11 -0.316852 3.419781 3.302573
H12 -1.773365 -0.869439 -0.710864
H13 -0.622251 -0.434084 -1.957950
H14 -0.003968 1.076904 0.580484
H15 1.011579 0.256823 -0.607631
H16 1.161892 -0.920830 1.619481
H17 0.583812 -1.938016 0.279098
H18 -1.875871 -1.160740 1.358619
H19 -0.934810 -2.606240 1.742841
H20 -1.875994 -2.897707 3.647401
H21 -3.895312 5.388878 -2.516754
H22 -4.415986 4.410977 -3.784486
F1 3.340910 4.779369 -1.371997
C19 3.944717 3.856864 -2.146761
C20 3.976094 2.541236 -1.727328
C21 4.593551 1.591121 -2.528736
C22 5.179124 1.968827 -3.730739
C23 5.142611 3.296837 -4.134774
C24 4.516784 4.248225 -3.341274
H23 3.520826 2.267965 -0.783406
H24 4.617983 0.555358 -2.214163
H25 5.663760 1.227101 -4.352031
H26 5.602202 3.592162 -5.069109
H27 4.470625 5.286550 -3.643599
F2 6.827452 -0.222329 -5.636143
C25 6.229669 -1.429455 -5.593071
C26 5.518115 -1.792225 -4.465504
C27 4.899734 -3.033626 -4.425474
C28 5.008509 -3.898813 -5.506256
C29 5.731073 -3.521073 -6.630291
C30 6.342146 -2.276024 -6.678117
H28 5.450707 -1.108548 -3.629663
H29 4.333353 -3.326457 -3.550903
H30 4.528860 -4.868759 -5.471634
H31 5.819167 -4.196893 -7.471008
H32 6.902343 -1.960742 -7.548851
F3 -1.748736 -8.014832 7.224328
C31 -0.735056 -7.142826 7.060247
C32 0.559182 -7.560233 7.302018
C33 1.603099 -6.662146 7.127915
C34 1.339120 -5.358994 6.725346
C35 0.031304 -4.952318 6.490554
C36 -1.013434 -5.852037 6.653937
H33 0.743529 -8.577503 7.622787
H34 2.622645 -6.978948 7.307007
H35 2.154754 -4.658912 6.594287
H36 -0.174832 -3.936161 6.180866
H37 -2.038617 -5.557600 6.468132

Forces on the atoms, in the same order (eV/Å):
C -0.108 0.380 -0.657
C 0.215 -1.081 0.970
O -0.309 0.530 -0.328
O 0.667 -0.399 -0.554
C -0.228 0.289 -1.497
O 0.057 -0.111 0.748
C -0.597 -0.375 1.125
C 0.591 -0.072 -0.349
C 0.226 -0.262 -0.082
C -1.017 1.105 -0.606
C 0.398 -0.284 -0.672
C -0.650 0.750 0.709
I -0.229 -0.378 0.355
C 0.011 0.235 -0.256
C -0.253 0.266 0.072
C 0.637 -0.768 -0.065
C -0.634 0.124 -0.035
C 0.097 -0.943 -0.211
O -0.378 -0.745 -0.246
C 0.489 -0.383 1.151
O -0.236 0.691 -0.567
C -0.103 0.252 -1.224
N -0.115 0.272 -0.151
S -0.334 0.301 0.504
N 0.755 -1.047 0.139
C -0.186 -0.277 2.464
C -0.205 0.516 -0.725
N 0.176 -0.341 0.273
H 0.410 -0.033 -0.225
H 0.067 0.257 0.417
H -0.193 0.487 0.222
H 0.151 -0.507 0.124
H -0.248 -0.322 -0.256
H -0.062 0.436 -0.068
H 0.523 -0.177 0.063
H -0.072 -0.266 0.444
H 0.523 -0.457 0.062
H 0.070 0.312 -0.414
H 0.182 -0.279 -0.439
H 0.386 0.337 0.087
H -0.334 0.206 0.372
H -0.111 -0.323 -0.299
H -0.377 0.249 0.346
H -0.259 0.060 -0.358
H -0.044 0.410 0.248
H 0.447 0.083 0.152
H -0.092 0.492 -0.075
H 0.227 0.727 -0.626
H -0.164 0.003 -0.247
H 0.224 0.223 0.069
F -0.039 0.049 0.055
C 0.184 -0.316 -0.243
C -0.133 -0.102 0.267
C 0.043 0.240 -0.160
C 0.030 -0.144 -0.043
C -0.072 -0.107 0.155
C -0.008 0.259 -0.075
H -0.018 0.044 -0.013
H -0.018 0.036 0.052
H -0.021 0.106 0.027
H -0.026 0.011 0.018
H -0.006 -0.005 0.044
F 0.059 -0.002 -0.035
C -0.200 -0.413 0.014
C -0.009 0.184 0.186
C 0.082 -0.029 -0.189
C -0.052 -0.088 0.014
C -0.060 0.060 0.170
C 0.142 0.074 -0.218
H 0.026 0.007 -0.028
H 0.029 0.030 0.000
H 0.016 0.025 -0.006
H 0.004 0.040 0.000
H 0.011 0.022 0.036
F -0.044 -0.047 0.006
C 0.295 0.275 -0.059
C 0.054 -0.267 0.076
C -0.134 0.149 -0.054
C 0.061 -0.028 0.001
C 0.141 -0.085 0.056
C -0.198 0.035 -0.040
H -0.040 0.006 -0.015
H -0.034 -0.025 0.019
H -0.032 -0.004 0.007
H -0.023 -0.132 0.051
H 0.002 -0.022 0.040

Its orbital gap is 7.8 eV. Its spin multiplicity is 1.

The Löwdin scheme yields these atomic charges, measured in e: 0.03, -0.46, 0.12, 0.09, -0.38, 0.15, -0.02, -0.10, -0.08, -0.09, -0.28, -0.58, 0.83, -0.10, -0.12, -0.19, -0.14, -0.18, -0.03, -0.33, 0.07, -0.28, -0.24, 1.00, -0.21, -0.31, -0.20, 0.10, 0.10, 0.08, 0.09, 0.12, 0.10, 0.08, 0.09, 0.05, 0.11, 0.04, 0.04, 0.12, 0.10, 0.02, 0.11, 0.12, 0.12, 0.11, 0.12, 0.16, 0.10, 0.08, 0.02, -0.29, -0.02, -0.08, -0.09, -0.07, -0.02, 0.08, 0.09, 0.07, 0.11, 0.12, 0.05, -0.28, -0.01, -0.08, -0.10, -0.08, -0.02, 0.10, 0.11, 0.10, 0.11, 0.12, 0.05, -0.29, -0.03, -0.09, -0.09, -0.07, -0.01, 0.11, 0.10, 0.10, 0.07, 0.12